18
Properties=species:S:1:pos:R:3 method="wB97M-V/def2-TZVPD" e_homo_ev=-9.805 gap_ev=10.95 lumo_ev=1.147 smiles="CC[C@@H](C)/N=C/O" relative_energy_kcal_mol=19.3
C 0.8565 1.9146 -0.0509
C 1.2454 0.4455 -0.1817
C 0.0552 -0.4631 -0.5085
C 0.4991 -1.9120 -0.7028
N -0.8285 -0.4577 0.6283
C -1.9706 0.0675 0.6594
O -2.6587 -0.0325 1.8107
H 0.3913 2.2821 -0.9737
H 0.1404 2.0589 0.7657
H 1.7304 2.5397 0.1578
H 2.0105 0.3177 -0.9573
H 1.6820 0.0927 0.7624
H -0.4409 -0.0937 -1.4249
H 1.2184 -2.0042 -1.5224
H 0.9644 -2.2731 0.2218
H -0.3631 -2.5554 -0.9065
H -2.5186 0.6117 -0.1183
H -2.0131 -0.5385 2.3411